Molecular formula: C28H48N7O2PrSi2
Method: DFT, ωB97M-V/def2-TZVPD

CARTESIAN COORDINATES (ANGSTROEM)
Pr: -0.3000 -0.2742 0.1191
Si: 0.0790 -2.2314 2.2944
Si: -0.6168 -2.9607 -1.1011
O: -2.3055 0.3030 1.4789
O: -2.4162 0.5285 -0.7142
N: -2.1059 3.2993 0.0603
N: 1.4487 -0.4222 -2.1151
N: -0.2345 1.8466 -1.5686
N: 2.5873 -0.3068 -4.2887
N: 1.9203 2.4447 0.1882
N: 0.0706 1.7019 2.0952
N: 2.6489 -0.3758 0.5927
C: -2.3594 4.5977 0.2249
C: 0.3355 -4.1991 0.0891
C: 1.3822 2.1185 2.5817
C: -3.4155 5.0805 0.9671
C: 1.6124 -6.1129 1.6970
C: 5.0850 -0.9615 -4.8982
C: 4.6710 0.4387 -5.3470
C: 3.1668 1.8555 -0.2774
C: 0.7239 -5.4391 -0.4119
C: 3.4048 0.8597 -4.5912
C: -4.2665 4.1648 1.5873
C: 0.0077 -3.5420 -2.8764
C: 1.2678 -2.1513 3.8666
C: 1.9865 -0.3938 -3.1425
C: 0.6053 -3.9130 1.4400
C: -2.9393 2.4161 0.6367
C: 1.2373 -4.8858 2.2121
C: 2.0415 3.0163 1.5284
C: 4.0381 -1.9868 -5.3493
C: -1.5676 -2.8447 3.1460
C: -2.3755 -3.8144 -1.1106
C: 3.6479 0.6843 0.5795
C: 1.4173 3.4224 -0.7711
C: -4.0169 2.8083 1.4162
C: -2.5580 0.9619 0.4494
C: 1.3557 -6.3908 0.3672
C: 0.7891 2.7790 -2.0080
C: 2.6201 -1.3949 -5.2464
H: 2.2104 4.1292 -1.0807
H: -0.2908 -2.8265 -3.6403
H: -0.4192 1.1813 2.8242
H: 1.2278 -1.1728 4.3416
H: -1.6555 5.2656 -0.2614
H: 5.4647 1.1588 -5.1421
H: 1.5380 3.9870 1.5574
H: 0.9946 -2.8781 4.6276
H: 0.3905 3.5960 -2.6362
H: 3.0916 3.1886 1.7982
H: 2.3063 -0.9968 -6.2179
H: 3.6769 1.3391 -3.6455
H: 4.6208 0.3557 0.1764
H: 1.0925 -3.6190 -2.9058
H: 2.8799 -1.0728 1.2944
H: 1.3335 2.6794 3.5297
H: 6.0597 -1.2176 -5.3149
H: 5.1734 -0.9726 -3.8085
H: -0.4970 2.5252 1.8965
H: 2.0937 -6.8502 2.3276
H: 2.6388 -0.8506 -0.3064
H: -3.5789 6.1429 1.0703
H: 0.6227 3.9931 -0.2878
H: 3.8221 1.0153 1.6039
H: 3.9741 2.6131 -0.3230
H: -5.0940 4.5121 2.1878
H: -0.4015 -4.5055 -3.1693
H: 2.3057 -2.3328 3.5955
H: 0.5230 -5.6752 -1.4469
H: 1.5398 2.2453 -2.5976
H: 2.9962 1.4768 -1.2847
H: -4.6375 2.0552 1.8766
H: -2.9293 -3.5908 -0.2023
H: -1.4074 -3.7226 3.7713
H: -2.3023 -3.1086 2.3895
H: 1.4395 -4.6850 3.2543
H: 4.4887 0.4327 -6.4235
H: -2.0072 -2.0665 3.7649
H: -0.7131 1.4387 -2.3749
H: 1.8973 -2.1495 -4.9328
H: 1.9676 1.2123 2.7521
H: 4.1200 -2.8826 -4.7348
H: -2.9756 -3.4711 -1.9490
H: 2.8233 1.5782 -5.1867
H: -0.9518 2.3870 -1.0567
H: -2.2872 -4.8964 -1.1852
H: 1.6351 -7.3461 -0.0580
H: 4.2238 -2.2731 -6.3846

Properties
Gap between HOMO and LUMO (alpha / beta) = 0.2262 / 0.2232 hartree
E_tot = -74165.9169 eV
Energy above the lowest of the compared OMol25 structures with the same formula, charge and spin = 0.000 eV
LUMO energy (alpha / beta) = 0.17 / 0.17 eV
2S+1 = 3
E_HOMO (alpha / beta) = -5.989 / -5.908 eV